A cluster of 3 separate species, C27H55BN3O6 in total at a distorted geometry. Source: the OMol25 dataset; level of theory: ωB97M-V with the def2-TZVPD basis set.

XYZ file:
```
92
C27H55BN3O6, DFT ωB97M-V with the def2-TZVPD basis set
O 3.195 -0.749 -2.959
O -3.893 4.118 0.234
O -7.293 2.431 1.523
O 0.680 -4.350 1.532
O -5.786 5.292 3.351
O -1.699 2.091 1.529
N 2.080 -4.305 1.664
N -8.373 6.254 3.409
N 2.896 0.553 -3.400
C 1.681 0.473 -4.278
C 3.928 -4.889 3.273
C -7.087 5.973 3.452
C 0.511 -0.300 -3.593
C -2.225 2.090 0.155
C 5.442 0.826 -3.227
C 4.055 -3.143 0.728
C 1.859 -2.586 -0.228
C 3.147 0.516 -6.365
C 2.676 -2.083 3.552
C 4.018 2.675 -4.003
C -6.333 2.983 2.516
C -2.402 1.138 2.401
C 2.554 -2.991 1.114
C -7.692 1.047 1.943
C 4.384 0.603 -5.479
C -7.120 -0.068 0.869
C -4.131 4.436 1.652
C 4.133 1.122 -4.032
C -3.755 2.673 0.000
C 2.414 -4.580 3.102
C -1.524 0.797 3.781
C 2.342 -1.798 2.093
C 1.722 -5.876 3.628
C 1.996 -0.185 -5.645
C 1.080 1.884 -4.528
C 2.041 -3.392 4.022
B -5.718 4.459 2.099
H -4.534 2.012 0.616
H 4.718 -2.616 1.424
H 2.843 1.515 -6.694
H 4.271 -2.749 -0.270
H -6.368 0.392 0.070
H 4.240 -5.717 2.626
H -1.429 2.623 -0.520
H 0.734 -1.362 -3.437
H 4.365 -4.192 0.686
H -2.255 0.531 4.680
H 6.292 1.379 -3.645
H 0.856 2.393 -3.584
H -6.608 -0.998 1.379
H -3.729 5.549 1.809
H 1.717 2.539 -5.118
H -8.043 -0.454 0.261
H 2.054 -6.112 4.646
H -3.485 3.779 2.407
H -4.055 2.494 -1.142
H 5.342 1.118 -2.174
H 4.932 3.154 -3.634
H -2.269 0.955 -0.195
H -0.764 -0.071 3.590
H -3.407 1.636 2.803
H 3.822 3.096 -4.995
H 3.232 3.017 -3.323
H 4.824 -0.401 -5.435
H 1.108 -0.164 -6.292
H -6.938 3.122 3.528
H 3.392 -0.040 -7.277
H 0.630 -5.788 3.675
H 2.307 -1.261 4.177
H -0.969 1.789 4.111
H 5.129 1.237 -5.979
H 5.726 -0.234 -3.261
H -0.396 -0.264 -4.208
H -5.521 2.164 2.719
H 2.248 -1.243 -5.512
H -8.880 0.947 1.966
H 2.336 -1.699 -0.663
H 4.149 -5.184 4.307
H 2.933 -0.934 1.761
H 0.953 -3.267 4.064
H -6.337 4.923 1.207
H 2.362 -3.591 5.053
H 1.916 -3.392 -0.971
H -2.729 0.173 1.823
H 4.579 -4.042 3.069
H 1.968 -6.736 2.996
H 0.802 -2.323 -0.092
H 0.265 0.143 -2.622
H 3.760 -2.109 3.697
H -7.324 0.791 3.038
H 1.293 -1.477 2.055
H 0.139 1.811 -5.089
```

As for the total charge: -1. The value obtained for the frontier orbital gap (spin up / spin down) is 7.0 / 5.9 eV. For the LUMO energy (spin up / spin down), the calculation gives 1.92 / 0.85 eV. Its multiplicity is 3. Its total energy is -1701.97950 Ha.

---

A cluster of 7 separate species, C27H55Br2ClI2N3O8 in total. Source: the OMol25 dataset; level of theory: ωB97M-V with the def2-TZVPD basis set.

XYZ file:
```
98
C27H55Br2ClI2N3O8, DFT ωB97M-V with the def2-TZVPD basis set
I -0.403 -0.414 3.601
I -4.088 0.783 3.183
Br -1.619 -3.889 -1.436
Br -3.374 0.257 -2.287
Cl 0.936 2.456 2.534
O -2.325 4.879 2.916
O 2.795 -2.755 5.027
O 3.819 0.590 -1.561
O 2.452 0.465 -4.392
O 5.824 0.436 7.041
O 1.716 0.921 -1.143
O -4.763 -4.565 0.510
O 1.652 3.335 -7.842
N 2.949 0.049 -1.065
N 0.570 -1.851 -3.099
N 0.716 0.243 -0.488
C -1.216 -1.184 0.783
C 1.550 4.752 -7.685
C 2.425 -4.070 4.612
C -2.993 -1.592 -2.219
C -1.099 -1.211 -0.619
C -1.881 5.517 0.614
C 0.671 0.338 0.878
C -3.884 -2.447 -3.074
C 0.065 -0.521 -2.753
C -0.114 -0.485 -1.258
C 3.742 1.560 -6.156
C -1.995 -2.044 -1.461
C -2.292 -1.998 1.442
C -6.758 -5.740 1.291
C -6.126 -4.414 0.918
C 2.425 1.478 -5.419
C -4.030 -0.045 1.221
C 1.721 1.217 1.519
C 1.353 -4.669 5.501
C -3.741 -1.538 1.181
C 4.806 2.236 5.725
C 2.864 -1.065 2.170
C -0.300 -0.400 1.516
C 2.866 0.462 2.259
C 4.615 0.937 6.488
C -1.598 5.776 2.083
C 0.153 5.259 -7.988
H -3.269 -3.148 -3.637
H 2.655 -1.436 1.167
H -5.034 0.117 0.838
H -0.908 -0.367 -3.214
H -6.759 -6.421 0.437
H 2.188 1.800 0.740
H 1.578 -1.864 -3.022
H 2.063 -3.973 3.588
H 3.857 2.573 5.304
H 2.175 2.440 -4.962
H 3.882 1.073 7.291
H 2.280 5.245 -8.334
H -2.948 5.619 0.413
H 3.865 -1.416 2.426
H -1.588 4.499 0.340
H -0.124 5.036 -9.020
H 4.557 1.813 -5.471
H -4.347 -1.997 1.963
H 2.207 -1.533 2.899
H -4.112 -1.957 0.247
H 0.089 6.338 -7.843
H 3.986 0.599 -6.610
H 1.068 -5.663 5.157
H -6.697 -3.932 0.117
H 2.875 0.802 3.292
H -0.525 5.679 2.287
H -6.195 -6.216 2.093
H 4.244 0.166 5.811
H -2.139 -2.090 2.511
H 1.819 4.961 -6.651
H -6.112 -3.742 1.775
H 5.523 2.095 4.915
H -4.586 -2.995 -2.444
H 1.432 3.126 -8.755
H 5.204 3.025 6.365
H -1.336 6.215 -0.024
H 3.311 -4.712 4.599
H -7.788 -5.602 1.619
H 1.618 1.207 -6.095
H -4.425 -1.825 -3.781
H 6.166 1.090 7.659
H 3.694 2.316 -6.935
H 3.804 0.805 1.819
H 1.707 -4.752 6.531
H -3.356 0.541 0.602
H -2.214 -3.008 1.033
H -0.576 4.775 -7.338
H -4.748 -5.151 -0.254
H 0.466 -4.033 5.508
H 3.135 -2.812 5.925
H -1.902 6.784 2.356
H 3.168 0.703 -3.797
H 0.319 -2.094 -4.047
H -2.054 3.986 2.683
H 0.719 0.262 -3.145
```

As for the total charge: +1. The value obtained for the frontier orbital gap is 6.9 eV. For the LUMO energy, the calculation gives -4.26 eV. Its total energy is -8031.13423 Ha.

---

A cluster of 4 separate species, C27H55FN2 in total at a distorted geometry. Source: the OMol25 dataset; level of theory: ωB97M-V with the def2-TZVPD basis set.

XYZ file:
```
85
C27H55FN2, DFT ωB97M-V with the def2-TZVPD basis set
F -0.464 -0.280 3.275
N -0.319 1.448 -0.185
N -1.726 4.310 3.775
C -0.949 -3.911 -3.568
C -2.618 2.494 2.130
C -0.927 1.373 0.806
C 0.492 1.865 3.185
C -0.125 -2.487 -0.233
C 6.833 2.001 4.173
C -1.523 -2.890 -0.696
C 4.966 3.780 4.226
C -2.298 -0.525 -4.486
C 5.503 2.491 3.605
C -2.114 3.526 3.004
C 7.983 2.982 3.961
C 1.656 1.136 2.511
C -4.294 -1.540 -6.657
C -1.658 -4.340 -1.162
C -3.345 -1.898 -7.798
C -3.323 -0.495 3.044
C -2.791 0.303 -5.669
C 0.368 -3.276 0.977
C -0.798 1.057 3.221
C -4.182 -0.100 -6.153
C -3.572 -1.071 -9.061
C 3.731 2.679 6.168
C -0.721 -4.730 -2.302
C 4.755 3.726 5.737
C -1.712 1.238 2.021
C -2.633 0.015 1.780
H 4.055 1.669 5.912
H -2.191 -1.577 -4.750
H 5.705 3.541 6.245
H 0.776 2.015 4.217
H 1.328 0.459 1.741
H -2.232 -2.723 0.123
H -2.903 -1.396 -9.859
H -2.721 2.924 1.145
H 8.918 2.567 4.340
H -0.138 -1.424 0.022
H -4.125 -2.231 -5.826
H -1.834 -2.218 -1.503
H -4.896 0.036 -5.334
H 0.465 -4.340 0.755
H -3.391 0.350 1.088
H 1.348 -2.917 1.296
H -3.610 2.206 2.433
H 4.416 4.709 6.074
H 2.193 0.559 3.245
H 8.119 3.199 2.900
H 5.640 4.608 3.989
H 4.013 4.025 3.745
H -2.991 -0.453 -3.645
H 4.758 1.697 3.715
H -3.481 -2.955 -8.041
H -3.383 -0.011 -8.888
H 7.809 3.926 4.481
H -1.981 -4.008 -3.913
H 5.615 2.647 2.527
H 3.579 2.711 7.247
H 7.086 1.054 3.690
H -3.029 -1.517 3.214
H -3.078 0.066 3.933
H -1.494 -5.015 -0.317
H -2.070 0.233 -6.489
H -0.293 -4.251 -4.371
H 2.337 1.875 2.121
H 0.342 2.851 2.775
H 2.767 2.860 5.688
H -0.873 -5.789 -2.528
H -0.743 -2.854 -3.401
H -4.597 -1.179 -9.418
H -2.693 -4.505 -1.480
H -2.306 -1.792 -7.473
H -4.398 -0.497 2.953
H 6.731 1.781 5.239
H -5.324 -1.712 -6.985
H -2.041 -0.742 1.300
H -1.324 -0.169 -4.149
H -1.338 1.268 4.129
H -0.318 -3.165 1.821
H 0.321 -4.634 -1.986
H -2.818 1.356 -5.378
H 0.590 -2.591 -1.053
H -4.497 0.589 -6.942
```

The value obtained for the frontier orbital gap is 11.4 eV. Its energy relative to the best compared isomer or geometry (same formula, charge and spin) is 0.000 eV. For the LUMO energy, the calculation gives 0.51 eV. Its total energy is -1271.11656 Ha.

---

Which formula does entry 1 have?
C27H55BN3O6